[1]
The following is a DFT calculation (ωB97M-V/def2-TZVPD) of a 2-piece molecular cluster, C3H7NO2Se overall.

Calculated values
- HOMO level: -0.3100 Eh
- SMILES: [H]/N=C/C(=O)O.C[SeH]
- Kohn-Sham gap: 9.0 eV

Geometry (Å):
H  -3.616  0.272  -1.595
N  -2.878  -0.442  -1.581
C  -1.799  -0.031  -1.074
C  -0.814  -1.204  -0.726
O  -0.246  -1.144  0.312
O  -0.825  -2.134  -1.655
H  -1.469  1.012  -0.811
H  -0.250  -2.923  -1.508
C  0.749  1.468  2.050
Se  1.223  1.862  0.201
H  0.739  2.421  2.548
H  1.588  0.998  2.444
H  -0.105  0.813  1.893
H  0.806  0.474  -0.064

---

[2]
The following is a DFT calculation (ωB97M-V/def2-TZVPD) of C32H25BN7O2W as an isolated structure.

Calculated values
- Total charge: +1
- HOMO level (alpha / beta): -0.3898 / -0.4008 Eh
- Multiplicity: 3
- ⟨S²⟩: 2.053
- Kohn-Sham gap (alpha / beta): 6.1 / 5.5 eV

Geometry (Å):
W  -1.335  0.842  -0.203
C  -1.463  2.740  -3.115
O  -0.676  2.270  -2.008
C  0.613  2.777  -1.899
C  1.253  3.559  -2.832
C  2.528  4.033  -2.533
C  3.131  3.746  -1.318
C  2.498  2.944  -0.382
C  1.246  2.425  -0.689
N  0.435  1.586  0.012
N  0.183  1.071  1.206
C  0.452  -0.141  1.760
C  -0.780  -0.844  1.998
O  -1.848  -0.408  1.376
C  -0.774  -2.003  2.793
C  0.418  -2.526  3.203
C  1.671  -1.959  2.812
C  2.879  -2.625  3.068
C  4.076  -2.113  2.622
C  4.100  -0.908  1.914
C  2.931  -0.226  1.661
C  1.701  -0.737  2.098
H  -1.030  2.402  -4.055
H  -1.525  3.827  -3.090
H  -2.454  2.314  -2.992
H  0.782  3.831  -3.765
H  3.043  4.644  -3.261
H  4.107  4.152  -1.089
H  2.953  2.749  0.580
H  -1.713  -2.488  3.022
H  0.433  -3.424  3.808
H  2.852  -3.565  3.606
H  5.000  -2.643  2.811
H  5.045  -0.521  1.556
H  2.961  0.694  1.095
B  -4.449  2.212  -0.584
N  -3.421  3.071  0.214
C  -3.602  4.324  0.618
C  -2.422  4.788  1.193
C  -1.550  3.722  1.107
N  -2.161  2.677  0.510
N  -4.142  0.693  -0.372
C  -5.014  -0.247  -0.017
C  -4.556  -1.486  -0.452
C  -3.346  -1.221  -1.065
N  -3.097  0.107  -1.032
H  -4.316  2.441  -1.758
H  -5.542  2.442  -0.164
H  -4.549  4.817  0.481
H  -2.238  5.758  1.619
H  -0.537  3.643  1.466
H  -5.922  0.013  0.501
H  -5.030  -2.443  -0.327
H  -2.644  -1.892  -1.530
N  3.780  -7.593  -0.197
C  3.193  -6.622  -0.379
C  2.468  -5.405  -0.584
C  3.045  -4.358  -1.303
C  2.357  -3.172  -1.467
C  1.082  -3.015  -0.918
C  0.503  -4.078  -0.211
C  1.189  -5.263  -0.043
C  0.373  -1.782  -0.996
C  -0.246  -0.732  -1.057
H  4.033  -4.487  -1.722
H  2.806  -2.354  -2.014
H  -0.487  -3.953  0.207
H  0.749  -6.084  0.506

---

[3]
The following is a DFT calculation (ωB97M-V/def2-TZVPD) of one molecule with the formula C4H5N2OP.

Calculated values
- HOMO level: -0.4234 Eh
- SMILES: CCP(=O)(C#N)C#N
- Kohn-Sham gap: 11.4 eV

Geometry (Å):
C  0.583  -1.223  1.066
C  0.244  0.350  1.006
P  -0.721  0.280  -0.522
O  -1.983  -0.572  -0.530
C  0.603  -0.127  -1.616
N  1.252  -0.271  -2.504
C  -1.223  1.839  -1.214
N  -1.565  2.856  -1.623
H  1.115  -1.666  0.259
H  1.056  -1.422  2.028
H  -0.408  -1.639  1.083
H  1.242  0.786  0.659
H  -0.195  0.809  1.908

---

[4]
The following is a DFT calculation (ωB97M-V/def2-TZVPD) of one molecule with the formula C3H3Cl3O3S.

Calculated values
- HOMO level (alpha / beta): -0.2861 / -0.4171 Eh
- Multiplicity: 3
- ⟨S²⟩: 2.010
- Kohn-Sham gap (alpha / beta): 8.3 / 8.5 eV

Geometry (Å):
C  2.746  0.590  -0.587
C  -2.354  -0.134  0.237
C  -1.140  0.521  -0.283
O  3.314  1.586  -0.417
O  0.209  -1.540  -0.917
O  1.412  0.553  -0.439
S  0.298  -0.512  0.061
Cl  3.247  -0.952  -1.148
Cl  -0.854  2.009  0.546
Cl  1.318  -1.152  1.809
H  -2.398  -1.124  0.143
H  -3.163  0.174  -0.277
H  -2.633  -0.019  1.272

---

[5]
The following is a DFT calculation (ωB97M-V/def2-TZVPD) of one molecule with the formula C9H11ClN2.

Calculated values
- HOMO level: -0.3014 Eh
- SMILES: CC1(C)CN(Cl)c2cccnc21
- Kohn-Sham gap: 8.7 eV

Geometry (Å):
C  -1.468  1.028  0.997
C  -0.250  0.711  0.083
C  -0.622  0.968  -1.402
C  0.888  1.555  0.580
N  2.312  0.539  0.583
Cl  3.501  1.103  -0.521
C  1.759  -0.687  0.394
C  2.475  -1.869  0.192
C  1.765  -2.969  -0.148
C  0.377  -2.904  -0.082
N  -0.330  -1.788  -0.033
C  0.343  -0.689  0.204
H  -1.133  0.736  2.067
H  -2.429  0.628  0.551
H  -1.619  2.061  1.074
H  0.033  0.400  -2.080
H  -0.879  2.007  -1.692
H  -1.624  0.686  -1.469
H  1.345  2.359  0.066
H  0.820  1.665  1.641
H  3.516  -1.769  0.073
H  2.276  -3.931  -0.491
H  -0.239  -3.793  -0.322

---

[6]
The following is a DFT calculation (ωB97M-V/def2-TZVPD) of one molecule with the formula C17H24N2O6S.

Calculated values
- HOMO level: -0.3248 Eh
- SMILES: CCN(CC)S(=O)(=O)c1ccc(O)c(C(=O)OCC(=O)N2CCCC2)c1
- Kohn-Sham gap: 9.2 eV

Geometry (Å):
C  2.374  -2.666  0.954
C  3.373  -1.816  1.728
N  2.713  -0.692  2.367
C  3.501  0.511  2.553
C  4.704  0.323  3.473
S  1.758  -1.124  3.676
O  2.229  -2.336  4.290
O  1.585  0.030  4.512
C  0.182  -1.458  2.892
C  -0.552  -2.583  3.243
C  -1.764  -2.828  2.637
C  -2.264  -1.950  1.667
O  -3.433  -2.236  1.098
C  -1.516  -0.800  1.331
C  -2.025  0.116  0.303
O  -3.075  -0.051  -0.297
O  -1.250  1.185  0.106
C  -1.591  1.965  -1.021
C  -1.317  1.137  -2.290
O  -0.768  0.056  -2.228
N  -1.717  1.699  -3.438
C  -2.435  2.948  -3.597
C  -2.503  3.140  -5.113
C  -2.535  1.705  -5.636
C  -1.561  0.995  -4.703
C  -0.290  -0.570  1.958
H  1.782  -2.045  0.286
H  1.706  -3.181  1.638
H  2.907  -3.408  0.365
H  3.875  -2.439  2.478
H  4.122  -1.413  1.042
H  2.825  1.247  2.989
H  3.818  0.859  1.564
H  4.361  -0.047  4.437
H  5.211  1.274  3.620
H  5.411  -0.389  3.054
H  -0.144  -3.254  3.982
H  -2.352  -3.697  2.885
H  -3.631  -1.545  0.423
H  -0.951  2.848  -0.986
H  -2.647  2.254  -0.981
H  -1.915  3.769  -3.098
H  -3.442  2.863  -3.172
H  -3.371  3.721  -5.414
H  -1.603  3.645  -5.466
H  -2.238  1.630  -6.679
H  -3.536  1.287  -5.523
H  -1.775  -0.065  -4.561
H  -0.527  1.094  -5.052
H  0.293  0.298  1.700

---

Total energy, respectively: -2725.12111 -1859.84596 -681.48657 -2120.40229 -919.15518 -1621.36441 Ha.
ΔE to the lowest compared entry with this formula, charge and spin, respectively: 17.41 38.63 11.20 0.00 44.47 0.48 kcal per mole.